Record 1
{
  "formula": "C32H72F14N11O28S14",
  "method": "ωB97M-V/def2-TZVPD",
  "charge": -3,
  "homo_energy_ev": -4.29,
  "energy_ha": -10943.53301,
  "de_lowest_kj_mol": 995.3,
  "symbols": ["S", "S", "S", "S", "S", "S", "S", "S", "S", "S", "S", "S", "S", "S", "F", "F", "F", "F", "F", "F", "F", "F", "F", "F", "F", "F", "F", "F", "O", "O", "O", "O", "O", "O", "O", "O", "O", "O", "O", "O", "O", "O", "O", "O", "O", "O", "O", "O", "O", "O", "O", "O", "O", "O", "O", "O", "N", "N", "N", "N", "N", "N", "N", "N", "N", "N", "N", "C", "C", "C", "C", "C", "C", "C", "C", "C", "C", "C", "C", "C", "C", "C", "C", "C", "C", "C", "C", "C", "C", "C", "C", "C", "C", "C", "C", "C", "C", "C", "C", "H", "H", "H", "H", "H", "H", "H", "H", "H", "H", "H", "H", "H", "H", "H", "H", "H", "H", "H", "H", "H", "H", "H", "H", "H", "H", "H", "H", "H", "H", "H", "H", "H", "H", "H", "H", "H", "H", "H", "H", "H", "H", "H", "H", "H", "H", "H", "H", "H", "H", "H", "H", "H", "H", "H", "H", "H", "H", "H", "H", "H", "H", "H", "H", "H", "H", "H", "H", "H", "H", "H", "H"],
  "xyz": [[-2.316, 6.792, 0.635], [10.208, -0.084, 1.448], [6.821, 1.736, 10.860], [-5.615, -9.100, -5.039], [-5.932, -6.842, -4.920], [1.859, 4.096, -9.535], [1.956, 4.087, -7.210], [-5.701, -1.005, 5.464], [-4.230, -1.851, 7.176], [8.998, 1.363, -0.073], [3.820, -8.824, -1.257], [4.600, 1.473, 10.655], [-0.173, 6.854, 1.333], [2.863, -7.618, -2.986], [-3.817, 6.925, 1.361], [10.725, 0.287, 2.947], [1.318, -7.226, -3.327], [3.402, 1.905, 9.641], [7.778, 2.333, 0.001], [3.097, 3.777, -6.082], [2.989, 4.637, -10.615], [-5.740, 0.315, 4.479], [-3.548, -1.039, 8.403], [-4.747, -10.278, -4.434], [0.756, 6.417, 2.621], [8.114, 2.286, 9.995], [-6.009, -5.671, -3.822], [3.647, -8.997, 0.311], [7.146, 0.313, 11.039], [-5.422, -2.065, 4.446], [-7.365, -6.909, -5.241], [-4.932, -8.977, -6.333], [9.678, -1.375, 1.760], [-2.290, 8.138, 0.024], [0.235, 8.248, 1.252], [-7.050, -1.009, 5.991], [-2.550, 5.622, -0.211], [1.090, 2.880, -7.154], [-3.131, -2.751, 6.829], [-5.379, -2.406, 7.871], [3.865, -10.239, -1.587], [0.835, 5.120, -9.788], [3.179, -8.644, -3.963], [1.450, 5.364, -6.723], [0.363, 5.871, 0.380], [8.271, 0.235, -0.662], [5.100, -8.096, -1.234], [4.223, 2.146, 11.854], [6.951, 2.614, 11.993], [-5.059, -6.249, -5.963], [1.637, 2.740, -9.952], [4.427, -0.014, 10.593], [11.449, 0.015, 0.652], [-6.857, -9.843, -5.033], [9.950, 2.143, -0.915], [3.563, -6.357, -3.126], [2.950, 4.215, -8.248], [-4.441, -0.536, 6.516], [-5.674, 8.658, -7.071], [-1.393, 6.491, 2.032], [12.038, -9.726, 2.386], [5.800, 2.215, 9.799], [-5.363, -8.116, -3.945], [-11.589, 5.326, 0.295], [9.172, 1.242, 1.419], [2.473, -8.138, -1.396], [1.876, -1.330, 1.881], [1.119, -0.313, 2.742], [1.036, -2.556, 1.595], [-4.055, 10.406, -6.333], [-12.990, 5.061, -0.188], [10.938, -9.154, 3.274], [3.140, -2.310, 3.983], [11.791, -11.176, 1.784], [-10.631, 4.410, -0.436], [-5.408, 10.995, -6.439], [3.238, -1.743, 2.540], [-5.174, 4.689, -6.327], [2.026, -0.785, 0.401], [-6.350, 9.833, -6.249], [-4.221, 9.186, -7.207], [-6.287, 8.524, -8.424], [-5.090, 6.033, -7.141], [-5.707, 7.242, -6.383], [9.555, -9.350, 5.437], [-0.008, -2.084, 0.491], [-10.732, 2.931, 0.065], [-11.958, 7.623, 1.017], [0.764, -1.053, -0.332], [13.320, -9.907, 3.134], [12.515, -12.166, 2.650], [10.770, -9.912, 4.617], [-11.528, 5.334, 1.826], [-9.579, 2.137, -0.626], [12.157, -8.676, 1.273], [4.419, -2.747, 4.584], [-11.309, 6.816, -0.082], [13.377, -11.331, 3.561], [-12.161, 6.682, 2.234], [1.775, -3.184, 1.097], [11.170, -8.693, 0.810], [-13.762, 5.671, 0.281], [-6.133, 4.175, -6.400], [11.592, -9.968, 5.330], [-3.806, 10.238, -5.286], [13.489, -9.187, 3.934], [0.716, -3.122, 2.470], [14.086, -9.752, 2.374], [0.160, -0.226, 2.231], [8.742, -9.118, 4.750], [5.209, -2.019, 4.767], [9.855, -8.548, 6.112], [2.367, -3.066, 4.120], [-0.371, -3.022, 0.071], [-6.773, 7.116, -6.195], [10.053, -9.189, 2.638], [-11.838, 7.089, -0.994], [-5.564, 11.614, -5.555], [-5.746, 11.592, -7.286], [-11.574, 7.078, 3.063], [10.732, -11.378, 1.621], [-5.053, 7.454, -5.538], [3.629, -2.495, 1.855], [-8.560, 2.512, -0.536], [-9.702, 2.202, -1.708], [1.781, 0.553, 2.714], [13.090, -12.900, 2.086], [-4.781, 4.916, -5.336], [-3.322, 11.070, -6.791], [-11.015, 4.334, -1.454], [-7.402, 9.892, -6.527], [14.360, -11.733, 3.319], [-6.266, 9.490, -8.929], [2.784, -1.486, 4.600], [-5.672, 7.892, -9.065], [1.075, -1.391, -1.321], [-10.246, 6.937, -0.288], [13.037, -8.732, 0.633], [3.930, -0.900, 2.542], [-11.710, 2.584, -0.268], [-7.313, 8.158, -8.419], [-12.892, 7.966, 0.573], [-11.306, 8.475, 1.206], [2.925, -1.291, 0.050], [0.994, -0.607, 3.784], [-5.534, 6.005, -8.136], [-4.046, 6.284, -7.330], [12.145, -7.695, 1.749], [-6.372, 9.429, -5.236], [-13.168, 6.498, 2.607], [-4.493, 3.938, -6.727], [-10.493, 5.337, 2.166], [4.940, -3.488, 3.978], [-10.547, 2.734, 1.121], [-9.673, 4.930, -0.418], [11.239, -8.151, 3.578], [-11.951, 4.499, 2.385], [2.248, 0.275, 0.524], [11.798, -12.798, 3.175], [4.326, -3.230, 5.557], [9.317, -10.129, 6.161], [-3.562, 8.431, -6.779], [-13.177, 4.077, 0.241], [13.376, -11.602, 4.617], [12.340, -11.239, 0.844], [10.416, -10.930, 4.458], [0.143, -0.158, -0.293], [-13.085, 5.122, -1.272], [-3.836, 9.287, -8.222], [-0.883, -1.692, 1.009], [-9.539, 1.067, -0.425]]
}



Record 2
{
  "formula": "C32H72O16S10",
  "method": "ωB97M-V/def2-TZVPD",
  "homo_energy_ev": -8.01,
  "energy_ha": -6447.83915,
  "de_lowest_kj_mol": 197.9,
  "symbols": ["S", "S", "S", "S", "S", "S", "S", "S", "S", "S", "O", "O", "O", "O", "O", "O", "O", "O", "O", "O", "O", "O", "O", "O", "O", "O", "C", "C", "C", "C", "C", "C", "C", "C", "C", "C", "C", "C", "C", "C", "C", "C", "C", "C", "C", "C", "C", "C", "C", "C", "C", "C", "C", "C", "C", "C", "C", "C", "H", "H", "H", "H", "H", "H", "H", "H", "H", "H", "H", "H", "H", "H", "H", "H", "H", "H", "H", "H", "H", "H", "H", "H", "H", "H", "H", "H", "H", "H", "H", "H", "H", "H", "H", "H", "H", "H", "H", "H", "H", "H", "H", "H", "H", "H", "H", "H", "H", "H", "H", "H", "H", "H", "H", "H", "H", "H", "H", "H", "H", "H", "H", "H", "H", "H", "H", "H", "H", "H", "H", "H"],
  "xyz": [[-3.296, 5.982, -26.972], [-11.711, 0.091, -22.983], [-3.177, 0.251, -28.766], [-6.994, 3.136, -28.972], [-6.673, -2.395, -26.165], [-8.236, 6.564, -24.603], [-6.960, 2.957, -22.235], [-3.769, 2.375, -18.051], [-7.121, 7.706, -19.426], [-1.458, -2.263, -22.020], [-7.407, 6.419, -18.879], [-2.536, 1.233, -29.688], [-8.007, 8.487, -20.254], [-5.989, 4.028, -21.953], [-5.670, -1.957, -25.174], [-10.892, -1.050, -23.603], [-5.745, 3.329, -28.163], [-4.297, -0.590, -29.189], [-1.032, -1.701, -20.726], [-2.654, 7.364, -27.094], [-8.212, 7.795, -25.407], [-7.206, -1.467, -27.185], [-8.363, 3.021, -21.767], [-0.643, -2.193, -23.225], [-4.916, 2.025, -17.098], [-7.229, 5.476, -24.750], [-2.222, -0.854, -26.444], [-6.200, 1.280, -21.882], [-2.645, 3.348, -17.024], [-3.167, -1.542, -22.515], [-9.916, 5.798, -24.874], [-1.763, -0.687, -27.928], [-7.302, -5.043, -26.135], [-8.151, 3.898, -27.730], [-8.608, 6.791, -22.809], [-11.311, 0.080, -21.181], [-6.386, -4.069, -26.975], [-2.168, -4.020, -21.782], [-3.180, 5.258, -25.273], [-3.713, 1.117, -27.095], [-4.422, 7.874, -19.509], [-4.159, -2.626, -22.254], [-10.182, 6.760, -22.660], [-7.315, 1.357, -28.628], [-4.942, 9.094, -18.754], [-5.088, 6.300, -27.028], [-7.678, -4.441, -24.792], [-11.063, 1.742, -23.458], [-5.541, 7.391, -20.417], [-6.279, 8.705, -18.115], [-3.488, -3.970, -22.603], [-6.765, 1.249, -24.257], [-5.794, 0.794, -23.223], [-4.468, 3.836, -18.941], [-7.107, 2.746, -24.071], [-8.114, -2.948, -25.113], [-2.840, 0.468, -26.012], [-10.588, 5.551, -23.507], [-5.097, 9.800, -19.569], [-6.637, 0.619, -29.057], [-3.630, 6.069, -24.701], [-5.301, -4.169, -26.999], [-6.315, 0.949, -25.203], [-10.208, 4.694, -22.951], [-3.253, 3.721, -16.199], [-10.764, 7.622, -22.985], [-6.839, -4.424, -24.097], [-7.987, 3.489, -26.733], [-3.419, 7.905, -19.935], [-4.793, 0.974, -27.134], [-5.608, 8.049, -21.284], [-2.118, 1.193, -25.637], [-1.564, -1.568, -28.540], [-11.361, 1.875, -24.498], [-2.382, 4.305, -17.474], [-3.111, -1.378, -23.591], [-8.168, -5.156, -26.786], [-7.659, 0.659, -24.054], [-5.405, 6.342, -20.678], [-1.498, -4.872, -21.900], [-8.110, 4.987, -27.689], [-5.293, 3.533, -19.586], [-11.658, 5.463, -23.700], [-8.319, 1.023, -28.892], [-3.604, 0.372, -25.241], [-4.258, 7.122, -18.738], [-8.211, -2.250, -24.281], [-11.484, -0.841, -20.624], [-3.476, 2.141, -27.384], [-6.758, -4.103, -28.000], [-3.370, -3.986, -23.686], [-6.965, 9.456, -17.722], [-6.177, 8.034, -17.263], [-5.154, 6.286, -28.116], [-1.407, -1.171, -25.793], [-8.329, -5.116, -24.236], [-5.076, -2.414, -22.803], [-5.228, 7.338, -26.726], [-2.958, -1.633, -26.246], [-4.876, 1.336, -23.450], [-9.006, -3.076, -25.725], [-2.416, -3.981, -20.721], [-8.053, 3.081, -24.495], [-7.004, 0.656, -21.490], [-4.061, -4.869, -22.376], [-9.983, 1.820, -23.336], [-5.341, 1.316, -21.213], [-11.698, 1.045, -20.855], [-0.938, 0.023, -27.994], [-5.613, -0.281, -23.251], [-4.158, 9.514, -18.124], [-4.442, -2.742, -21.207], [-9.804, 4.869, -25.433], [-8.287, 5.870, -22.322], [-3.710, 4.323, -19.556], [-11.580, 2.522, -22.899], [-6.812, -6.008, -26.004], [-10.394, 6.548, -25.504], [-1.789, 2.778, -16.663], [-2.115, 5.116, -25.087], [-3.356, -0.626, -21.957], [-9.158, 3.710, -28.102], [-5.620, 5.478, -26.549], [-7.450, 1.226, -27.555], [-7.962, 7.603, -22.477], [-4.834, 4.569, -18.223], [-6.299, 3.292, -24.559], [-10.420, 6.725, -21.598], [-10.236, 0.202, -21.047], [-3.799, 4.378, -25.103]]
}



Record 3
{
  "formula": "C32H73F5N5NbO8P",
  "method": "ωB97M-V/def2-TZVPD",
  "charge": -1,
  "homo_energy_ev": -5.98,
  "energy_ha": -3036.42186,
  "symbols": ["Nb", "P", "F", "F", "F", "F", "F", "O", "O", "O", "O", "O", "O", "O", "O", "N", "N", "N", "N", "N", "C", "C", "C", "C", "C", "C", "C", "C", "C", "C", "C", "C", "C", "C", "C", "C", "C", "C", "C", "C", "C", "C", "C", "C", "C", "C", "C", "C", "C", "C", "C", "C", "H", "H", "H", "H", "H", "H", "H", "H", "H", "H", "H", "H", "H", "H", "H", "H", "H", "H", "H", "H", "H", "H", "H", "H", "H", "H", "H", "H", "H", "H", "H", "H", "H", "H", "H", "H", "H", "H", "H", "H", "H", "H", "H", "H", "H", "H", "H", "H", "H", "H", "H", "H", "H", "H", "H", "H", "H", "H", "H", "H", "H", "H", "H", "H", "H", "H", "H", "H", "H", "H", "H", "H", "H"],
  "xyz": [[-3.395, -0.340, -0.389], [-4.092, 1.553, -2.058], [-5.411, -4.762, -1.018], [-3.732, 2.410, 2.299], [-3.412, -5.210, -0.279], [-0.738, -0.266, 1.638], [-4.552, -3.568, 0.564], [3.342, -0.619, -1.453], [-2.960, 1.712, -3.268], [-0.146, 1.663, 0.751], [1.465, 0.144, -3.706], [-5.397, 1.287, -2.711], [-1.744, -1.128, -2.933], [-2.873, 0.562, 3.107], [-4.087, 3.067, -1.430], [-5.172, -0.334, 0.665], [7.511, -1.696, -2.573], [1.908, -4.771, 3.786], [-5.535, 6.575, 1.867], [-2.418, 1.174, 0.880], [9.330, -1.021, -4.243], [3.375, -2.682, 4.002], [-7.049, 0.864, 1.714], [7.220, -0.354, -2.104], [9.550, -2.132, -1.085], [1.835, 0.935, -2.599], [-3.129, 6.140, 1.093], [3.376, -5.561, 5.730], [2.629, -5.854, 4.422], [-1.504, -0.684, -1.596], [-3.658, -3.308, -1.655], [3.144, -1.892, -2.021], [-6.077, 0.815, 0.533], [-6.440, 5.102, 0.105], [-4.731, 9.005, 1.731], [2.718, -3.761, 3.130], [6.270, 0.402, -3.019], [8.041, -1.789, -3.919], [2.332, -2.839, -1.160], [-4.251, -4.190, -0.596], [8.152, -2.531, -1.575], [-3.002, 1.285, 2.140], [-0.129, -3.363, 3.782], [-4.303, -1.926, -1.738], [-6.151, 6.517, 0.561], [2.173, 0.155, -1.350], [-0.544, -1.243, -3.645], [0.076, 0.112, -3.984], [0.799, -4.268, 4.576], [-4.298, 5.818, 2.031], [-1.041, 0.910, 1.087], [-5.537, 7.907, 2.438], [-5.360, -1.998, -1.510], [8.132, 0.248, -1.958], [1.077, 1.667, -2.329], [8.182, -2.846, -4.158], [-0.779, -1.760, -4.567], [-2.632, 7.073, 1.356], [-5.523, 4.542, -0.083], [0.164, -1.857, -3.091], [-5.536, 1.749, 0.545], [9.602, -1.080, -0.806], [-0.467, -3.855, 2.870], [-7.032, 4.558, 0.842], [-2.382, 5.347, 1.160], [-4.256, -1.575, -2.758], [-6.580, 8.236, 2.494], [4.244, -3.059, 4.540], [0.351, -2.424, 3.507], [5.361, -0.173, -3.189], [8.188, -3.555, -1.955], [9.461, -0.968, -5.326], [1.305, -0.419, -1.033], [-0.477, 0.871, -3.443], [2.749, -5.033, 6.449], [-3.976, 5.934, 3.068], [10.215, -1.511, -3.838], [-7.099, 7.060, 0.612], [3.336, -6.270, 3.697], [-7.004, 5.125, -0.830], [1.135, -3.730, 5.478], [2.715, -1.846, -3.016], [3.489, -4.269, 2.545], [-3.066, 2.601, -3.610], [1.909, -6.656, 4.615], [-5.202, 7.836, 3.477], [7.264, -1.449, -4.609], [2.353, 0.888, -0.574], [-4.613, 3.572, -2.062], [-7.768, 1.660, 1.566], [1.269, -2.680, -1.253], [-4.936, 9.039, 0.661], [-0.061, 0.319, -5.035], [4.278, -4.975, 5.563], [-0.858, 0.199, -1.575], [-5.679, -1.204, 0.581], [-6.669, 0.694, -0.365], [7.485, -2.569, -0.708], [3.720, -1.862, 3.369], [2.092, -3.258, 2.389], [2.508, -3.840, -1.534], [-1.008, -3.114, 4.376], [-0.932, -1.485, -1.113], [-4.520, 4.756, 1.925], [-5.544, 7.022, -0.209], [4.133, -2.317, -2.132], [-2.766, -1.619, 0.738], [9.808, -2.718, -0.200], [-3.443, 6.199, 0.050], [9.303, 0.002, -3.867], [-2.591, -3.262, -1.518], [-3.838, -3.839, -2.582], [2.678, -2.260, 4.727], [5.986, 1.346, -2.554], [3.686, -6.500, 6.194], [6.723, 0.638, -3.984], [-4.996, 9.980, 2.147], [0.224, -5.130, 4.926], [2.718, 1.495, -2.890], [-6.498, 1.097, 2.617], [-3.659, 8.879, 1.872], [2.635, -2.819, -0.123], [10.317, -2.330, -1.833], [6.744, -0.440, -1.124], [-7.526, -0.093, 1.866]]
}



Question: Number 2 is which compound?
Answer: C32H72O16S10